1.
28
Properties=species:S:1:pos:R:3:nbo_charge:R:1 method="wB97M-V/def2-TZVPD" e_homo_ev=-4.6 charge=-1
C 0.94714 1.65409 1.87105 -0.5266
C 0.87483 1.90781 0.37714 0.1019
O 1.84544 1.25794 -0.56612 -0.7556
P 1.23382 -0.39792 -0.65295 2.4110
O 1.57461 -1.13317 -2.00865 -1.0398
O 2.01244 -1.24486 0.69570 -0.7761
C 3.08536 -2.12587 0.20877 -0.2785
O -0.45699 -0.31370 -0.25468 -0.7846
C -1.32497 -0.69824 -1.37745 0.2010
O -1.73405 -2.09875 -1.19097 -0.5603
C -1.56742 -2.55488 0.19699 0.7929
C -2.47055 -2.11453 1.49227 -0.7401
O -0.58906 -3.47675 0.41782 -0.5652
H 0.00473 1.24316 2.47629 0.2232
H 1.96837 1.80899 2.42756 0.2101
H -0.00602 2.59034 0.01306 0.2859
H 3.96416 -1.44282 -0.18734 0.1904
H 3.50150 -2.70723 1.16478 0.1911
H 2.74417 -2.95433 -0.54483 0.2208
H -2.31899 -0.04694 -1.26242 0.1891
H -0.90383 -0.44169 -2.44234 0.2381
H -3.59727 -2.42606 1.44479 0.2424
H -2.38698 -0.94208 1.67231 0.2539
H -2.01137 -2.61056 2.47545 0.2555
N -1.09727 4.81705 -1.61160 0.7135
O -1.45767 3.62840 -1.63295 -0.5842
O -1.40549 5.57637 -2.54494 -0.5480
O -0.42865 5.24625 -0.65672 -0.5618

---

2.
20
Properties=species:S:1:pos:R:3:nbo_charge:R:1 method="wB97M-V/def2-TZVPD" e_homo_ev=-8.5 charge=0 e_above_lowest_ev=3.047
C 2.04475 0.40474 -1.41364 0.0088
C 1.54810 -0.04607 1.14298 -0.7900
C 0.25245 -0.74557 -0.46316 0.5964
C 0.39652 -2.29982 -0.44738 -0.6544
C -2.40530 1.39099 0.82404 -0.6287
C -1.27969 1.01014 -0.22094 -0.0883
N 0.94544 -0.17786 -1.49486 -0.5051
O -0.98372 -0.36998 -0.25994 -0.5047
S 2.81146 0.64335 0.16790 0.2347
H 2.50786 0.79959 -2.27409 0.2066
H 1.15617 0.51912 1.94881 0.2078
H 1.86145 -0.94361 1.74759 0.2036
H -0.45221 -2.67433 0.12160 0.2289
H 1.35663 -2.49633 0.08902 0.2325
H 0.39090 -2.61321 -1.53009 0.2304
H -1.84280 1.59512 1.77515 0.2108
H -2.98825 2.20172 0.50042 0.2141
H -3.25632 0.60424 1.01670 0.2198
H -0.45042 1.73521 -0.05475 0.1945
H -1.61303 1.46256 -1.17535 0.1821

---

3.
21
Properties=species:S:1:pos:R:3:nbo_charge:R:1 method="wB97M-V/def2-TZVPD" e_homo_ev=-8.6 charge=0 e_above_lowest_ev=0.587
C -0.79106 -0.37235 1.93046 -0.6048
C -2.25587 -0.57209 1.33552 -0.4867
C -2.20917 -0.31453 -0.16786 -0.0118
C -1.77452 -1.51553 -0.93359 -0.7140
S -2.36585 1.20116 -0.80533 0.0032
H 0.05998 -0.96116 1.52552 0.2000
H -0.68797 -0.50805 3.03085 0.2188
H -0.50908 0.68183 1.63564 0.2140
H -2.55893 -1.56274 1.51462 0.2118
H -2.81008 0.23455 1.94970 0.2399
H -0.81534 -1.83453 -0.47408 0.2443
H -2.41575 -2.41884 -0.72544 0.2372
H -1.52203 -1.27438 -1.96811 0.2450
O 1.82483 2.78382 -0.13742 -0.5258
C 1.77426 1.55271 -0.35326 0.5421
N 2.09789 0.59562 0.70113 -0.6580
C 2.27499 -0.79302 0.52915 -0.1202
S 1.95343 -1.65305 -0.82827 -0.0694
H 1.43748 1.07032 -1.23341 0.1690
H 2.30759 0.94350 1.69041 0.4279
H 2.71732 -1.49121 1.34080 0.2379